# 1
Computed, not measured: a molecular structure, C14H32Cl14N6O15V in a non-equilibrium geometry, with wB97M-V/def2-TZVPD.

Values from the calculation:
Charge   -1
Expectation value of S²   2.01
HOMO (alpha / beta)   -0.20442 / -0.20453 hartree
Multiplicity   3
LUMO level (alpha / beta)   1.4 / 1.4 eV

Last column: Mulliken charge in e.
Cartesian coordinates (Å):
N (-22.013, 1.460, 8.400)  0.215
H (-22.983, 1.500, 8.681)  0.366
H (-21.895, 0.747, 7.695)  0.423
H (-21.533, 1.258, 9.265)  0.172
H (-21.716, 2.382, 8.113)  0.074
V (-17.536, -1.880, 10.070)  0.810
N (-19.289, -4.867, 10.404)  0.549
O (-18.723, -3.767, 10.376)  -0.190
O (-19.509, -5.410, 11.482)  -0.611
O (-19.714, -5.304, 9.343)  -0.559
N (-15.825, -2.427, 8.064)  1.387
O (-16.228, -1.309, 8.410)  -0.472
O (-14.925, -2.641, 7.273)  -0.707
O (-16.386, -3.229, 8.702)  -0.478
N (-15.768, -1.928, 12.161)  1.413
O (-16.717, -2.685, 11.958)  -0.563
O (-15.804, -1.018, 11.364)  -0.633
O (-14.872, -2.127, 12.916)  -0.677
N (-20.028, -2.077, 7.801)  0.666
O (-20.125, -3.254, 7.466)  -0.554
O (-20.925, -1.297, 7.587)  -0.649
O (-18.965, -1.734, 8.394)  -0.362
N (-19.267, 0.134, 10.735)  1.338
O (-20.270, 0.800, 10.536)  -0.821
O (-18.214, 0.299, 10.222)  -0.658
O (-19.174, -0.977, 11.207)  -0.368
Cl (-12.729, 2.950, 10.413)  -0.206
C (-14.441, 2.807, 10.521)  -0.105
C (-14.847, 2.506, 12.001)  0.069
Cl (-14.333, 3.904, 13.010)  -0.221
H (-14.837, 2.015, 9.886)  0.181
H (-14.880, 3.763, 10.235)  0.178
H (-14.418, 1.576, 12.373)  0.355
H (-15.929, 2.430, 12.107)  -0.253
Cl (-21.096, 3.781, 10.827)  -0.018
C (-20.181, 5.048, 11.738)  -0.734
C (-18.678, 4.701, 11.697)  -0.265
Cl (-17.885, 4.334, 10.133)  -0.141
H (-20.461, 4.992, 12.790)  0.326
H (-20.372, 6.059, 11.379)  0.365
H (-18.423, 3.831, 12.301)  -0.017
H (-18.204, 5.585, 12.125)  0.454
Cl (-22.335, 1.338, 15.130)  -0.226
C (-20.754, 2.019, 14.655)  0.101
C (-19.712, 0.829, 14.824)  -0.125
Cl (-18.360, 1.059, 13.810)  -0.073
H (-20.597, 2.903, 15.273)  0.358
H (-20.935, 2.328, 13.625)  -0.254
H (-20.175, -0.117, 14.544)  -0.138
H (-19.275, 0.699, 15.814)  0.338
Cl (-22.624, -3.062, 10.549)  0.022
C (-23.922, -3.951, 11.350)  -0.523
C (-24.332, -5.378, 10.751)  -0.389
Cl (-22.901, -6.354, 10.473)  -0.135
H (-24.770, -3.277, 11.230)  0.196
H (-23.656, -3.934, 12.407)  0.236
H (-24.832, -5.186, 9.802)  0.251
H (-24.971, -5.927, 11.443)  0.332
Cl (-19.120, 1.670, 6.214)  -0.166
C (-18.276, 3.046, 7.057)  -0.182
C (-19.003, 4.369, 6.967)  -0.390
Cl (-20.637, 4.344, 7.645)  -0.212
H (-17.342, 3.038, 6.495)  0.397
H (-18.241, 2.752, 8.106)  -0.166
H (-19.055, 4.774, 5.957)  0.409
H (-18.434, 5.157, 7.459)  0.326
Cl (-24.233, 2.920, 10.382)  -0.137
C (-25.375, 2.684, 11.732)  -0.489
C (-25.152, 1.374, 12.512)  -0.238
Cl (-25.716, -0.081, 11.588)  -0.189
H (-26.394, 2.636, 11.349)  0.352
H (-25.291, 3.574, 12.355)  0.331
H (-25.671, 1.260, 13.464)  0.352
H (-24.089, 1.245, 12.714)  0.008
Cl (-21.741, -2.623, 14.746)  -0.231
C (-20.586, -3.765, 13.901)  -0.164
C (-19.338, -4.218, 14.716)  -0.468
Cl (-18.177, -2.873, 14.963)  -0.201
H (-20.356, -3.365, 12.913)  -0.081
H (-21.105, -4.692, 13.656)  0.411
H (-18.746, -4.943, 14.157)  0.247
H (-19.526, -4.791, 15.624)  0.427

# 2
Computed, not measured: 3 unconnected molecules or ions with the total composition C14H33F3N2O5S in a non-equilibrium geometry, with wB97M-V/def2-TZVPD.

Values from the calculation:
Charge   0
HOMO   -0.30210 hartree
Multiplicity   1
LUMO level   0.2 eV

Last column: Mulliken charge in e.
Cartesian coordinates (Å):
O (-0.083, -7.440, 2.168)  -0.495
S (-0.935, -7.314, 0.845)  0.681
O (-0.804, -5.684, 0.302)  -0.132
O (0.174, -5.062, 0.898)  -0.315
O (-0.275, -8.416, -0.276)  -0.323
C (1.084, -7.993, -0.722)  -0.272
O (0.971, -7.696, -2.158)  -0.246
C (2.275, -7.432, -2.783)  0.771
F (2.920, -6.168, -2.309)  -0.217
F (1.994, -7.261, -4.258)  -0.238
F (3.225, -8.600, -2.714)  -0.231
H (0.561, -4.464, 0.170)  0.349
H (1.542, -7.132, -0.076)  0.348
H (1.814, -8.928, -0.600)  0.303
C (-3.150, -1.947, 1.104)  -1.431
C (-1.971, -1.803, 2.063)  -0.359
N (-0.717, -1.408, 1.416)  0.250
C (0.452, -1.536, 2.293)  -0.581
C (0.512, -0.635, 3.524)  -1.069
C (-0.760, -0.186, 0.611)  -0.833
C (-1.182, 1.104, 1.306)  -0.640
H (-2.922, -2.654, 0.300)  0.293
H (-4.024, -2.325, 1.645)  0.437
H (-3.434, -0.989, 0.658)  0.313
H (-1.830, -2.782, 2.537)  0.481
H (-2.250, -1.106, 2.861)  0.228
H (1.366, -1.388, 1.705)  0.415
H (0.506, -2.578, 2.635)  0.228
H (0.772, 0.391, 3.262)  0.219
H (1.295, -0.996, 4.204)  0.421
H (-0.426, -0.630, 4.085)  0.267
H (-1.438, -0.354, -0.234)  0.385
H (0.218, -0.026, 0.137)  0.324
H (-2.045, 0.966, 1.963)  0.314
H (-1.464, 1.851, 0.556)  0.260
H (-0.365, 1.534, 1.889)  0.099
C (-1.919, 6.337, -1.369)  -1.413
C (-0.695, 5.840, -0.606)  -0.326
N (-0.064, 4.655, -1.193)  0.212
C (0.933, 4.034, -0.313)  -0.447
C (2.184, 4.844, 0.018)  -1.189
C (0.327, 4.757, -2.600)  -0.712
C (1.304, 5.863, -2.983)  -0.979
H (-2.669, 5.546, -1.474)  0.316
H (-2.383, 7.168, -0.826)  0.430
H (-1.659, 6.707, -2.365)  0.297
H (-1.034, 5.592, 0.408)  0.418
H (0.016, 6.667, -0.505)  0.236
H (1.240, 3.070, -0.735)  0.335
H (0.437, 3.778, 0.633)  0.220
H (2.882, 4.870, -0.820)  0.245
H (2.714, 4.374, 0.856)  0.444
H (1.952, 5.869, 0.316)  0.262
H (-0.581, 4.883, -3.201)  0.409
H (0.735, 3.795, -2.938)  0.349
H (1.066, 6.819, -2.510)  0.244
H (1.273, 6.022, -4.067)  0.376
H (2.333, 5.597, -2.732)  0.270

# 3
Computed, not measured: a molecular structure, C14H33FGdOSi2, with wB97M-V/def2-TZVPD.

Values from the calculation:
Charge   +3
Expectation value of S²   16.77
HOMO (alpha / beta)   -0.63226 / -0.63194 hartree
Relative energy (zero: lowest compared OMol25 entry of this formula, charge and spin)   0.00 kJ/mol
Multiplicity   8
LUMO level (alpha / beta)   -11.2 / -11.3 eV

Last column: Mulliken charge in e.
Cartesian coordinates (Å):
C (6.561, -0.186, -1.914)  -1.107
C (5.858, -1.497, -2.137)  -0.393
C (5.238, -2.125, -0.773)  -0.568
C (3.819, -1.503, -0.842)  -0.590
C (3.272, -1.985, 0.578)  -0.824
C (1.858, -2.565, 0.429)  -0.948
C (0.716, -1.536, 0.442)  -0.295
C (-0.606, -2.245, 0.755)  -1.047
C (-1.853, -1.349, 0.871)  -0.127
C (-2.544, -1.163, -0.481)  -0.690
C (-3.793, -0.266, -0.548)  -0.608
C (-3.541, 1.184, -1.003)  -0.787
Si (-3.043, 2.382, 0.326)  0.116
C (-4.684, 3.129, 1.016)  -0.684
C (-4.925, 3.216, 2.471)  -0.241
F (-5.430, 1.768, 2.962)  -0.558
O (-2.234, 3.701, -0.185)  -0.114
Si (-0.595, 3.982, -0.375)  0.354
H (5.953, 0.524, -1.345)  0.313
H (7.498, -0.317, -1.373)  0.368
H (6.771, 0.293, -2.873)  0.355
H (5.142, -1.486, -2.958)  0.408
H (6.532, -2.356, -2.318)  0.328
H (5.208, -3.210, -0.803)  0.450
H (5.827, -1.776, 0.072)  0.402
H (3.856, -0.420, -0.916)  0.317
H (3.240, -1.921, -1.663)  0.485
H (3.338, -1.091, 1.205)  0.412
H (3.906, -2.736, 1.053)  0.556
H (1.789, -3.171, -0.479)  0.357
H (1.729, -3.271, 1.256)  0.473
H (0.650, -1.040, -0.533)  0.252
H (0.922, -0.754, 1.183)  0.393
H (-0.487, -2.832, 1.670)  0.472
H (-0.792, -2.979, -0.038)  0.336
H (-2.547, -1.840, 1.562)  0.308
H (-1.597, -0.381, 1.318)  0.035
H (-2.833, -2.155, -0.838)  0.386
H (-1.809, -0.797, -1.207)  0.253
H (-4.329, -0.275, 0.418)  0.111
H (-4.481, -0.724, -1.261)  0.438
H (-4.460, 1.612, -1.424)  0.444
H (-2.828, 1.177, -1.832)  0.568
H (-2.333, 1.761, 1.474)  -0.155
H (-4.662, 4.180, 0.680)  0.433
H (-5.563, 2.701, 0.514)  0.384
H (-4.059, 3.362, 3.114)  0.249
H (-5.762, 3.830, 2.809)  0.427
H (-0.015, 4.263, 0.950)  -0.094
H (0.010, 2.732, -0.895)  -0.143
H (-0.421, 5.099, -1.307)  -0.073
Gd (-7.464, 1.055, 3.192)  1.862

# 4
Computed, not measured: 3 unconnected molecules or ions with the total composition C14H33FNO10P2 in a non-equilibrium geometry, with wB97M-V/def2-TZVPD.

Values from the calculation:
Charge   +1
HOMO   -0.39114 hartree
Multiplicity   1
LUMO level   -5.9 eV

Last column: Mulliken charge in e.
Cartesian coordinates (Å):
O (3.812, -1.225, 4.227)  -0.432
C (2.860, -2.082, 3.793)  0.545
F (1.852, -2.526, 4.814)  -0.221
N (2.839, -2.500, 2.339)  -0.132
C (3.957, -3.525, 2.054)  0.398
O (4.441, -4.283, 3.074)  -0.408
P (4.615, -3.764, 0.277)  0.051
P (6.768, -3.515, 0.045)  0.483
O (7.691, -4.665, 0.972)  -0.462
O (7.287, -1.870, 0.289)  -0.447
H (1.911, -2.981, 2.145)  0.326
H (3.983, -2.743, -0.563)  0.265
H (4.175, -5.049, -0.213)  0.264
H (8.684, -4.447, 0.882)  0.385
H (7.353, -1.664, 1.284)  0.378
C (-3.727, -1.234, -0.485)  -0.938
O (-3.113, -0.368, 0.453)  -0.195
C (-4.060, 0.441, 1.154)  -0.526
C (-3.511, 0.838, 2.525)  -0.426
O (-3.569, -0.224, 3.491)  -0.478
C (-2.628, -1.291, 3.306)  -0.367
C (-1.188, -0.894, 3.644)  -0.498
O (-0.622, -0.114, 2.591)  -0.072
C (0.368, 0.786, 3.059)  -0.479
H (-4.194, -0.658, -1.286)  0.341
H (-2.955, -1.878, -0.914)  0.243
H (-4.469, -1.873, 0.006)  0.386
H (-5.005, -0.095, 1.283)  0.393
H (-4.235, 1.338, 0.553)  0.430
H (-4.158, 1.627, 2.929)  0.420
H (-2.510, 1.259, 2.463)  0.095
H (-2.712, -1.721, 2.306)  0.116
H (-2.936, -2.073, 4.009)  0.406
H (-0.575, -1.795, 3.752)  0.253
H (-1.180, -0.340, 4.589)  0.399
H (-0.047, 1.453, 3.822)  0.387
H (0.702, 1.399, 2.217)  -0.002
H (1.224, 0.237, 3.461)  0.122
C (1.472, 3.075, -1.222)  -0.762
O (0.502, 2.293, -1.898)  -0.275
C (-0.739, 2.230, -1.193)  -0.307
C (-1.893, 1.985, -2.166)  -0.009
O (-2.271, 3.157, -2.907)  -0.513
C (-1.356, 3.572, -3.931)  -0.361
C (-1.354, 2.648, -5.152)  -0.547
O (-0.620, 1.455, -4.877)  -0.253
C (-1.086, 0.348, -5.631)  -0.783
H (1.752, 2.603, -0.279)  0.235
H (2.357, 3.149, -1.859)  0.250
H (1.095, 4.088, -1.043)  0.357
H (-0.918, 3.159, -0.644)  0.384
H (-0.673, 1.400, -0.483)  0.182
H (-2.780, 1.723, -1.574)  0.082
H (-1.703, 1.144, -2.829)  0.153
H (-0.353, 3.721, -3.527)  0.099
H (-1.711, 4.557, -4.255)  0.422
H (-0.862, 3.150, -5.992)  0.419
H (-2.388, 2.415, -5.430)  0.336
H (-2.150, 0.172, -5.438)  0.338
H (-0.532, -0.540, -5.316)  0.216
H (-0.917, 0.514, -6.698)  0.332

no.,molar mass (Da)
1,1071.72
2,398.49
3,449.84
4,456.36